Record 1
{
  "formula": "C3H2Cl4O",
  "method": "ωB97M-V/def2-TZVPD",
  "homo_energy_ev": [-7.829, -9.453],
  "e_above_lowest_ev": 2.7050,
  "e_lumo_ev": [-1.51, 0.14],
  "elements": ["Cl", "Cl", "Cl", "Cl", "O", "C", "C", "C", "H", "H"],
  "coordinates": [[2.326, 1.964, 0.709], [3.448, 0.096, -1.228], [2.014, -2.194, -0.017], [1.290, -0.650, 2.353], [-0.490, 0.769, -0.343], [1.443, -0.677, 0.579], [2.703, 0.317, 0.332], [0.061, -0.432, -0.094], [-0.433, -1.408, -0.511], [0.169, 1.459, 0.055]]
}

=====

Record 2
{
  "formula": "C8H49ClF3N2O22P2S",
  "method": "ωB97M-V/def2-TZVPD",
  "homo_energy_ev": -11.570,
  "charge": 1,
  "e_lumo_ev": -3.18,
  "elements": ["Cl", "S", "P", "P", "F", "F", "F", "O", "O", "O", "O", "O", "O", "O", "O", "O", "O", "O", "O", "O", "O", "O", "O", "O", "O", "O", "O", "O", "O", "N", "N", "C", "C", "C", "C", "C", "C", "C", "C", "H", "H", "H", "H", "H", "H", "H", "H", "H", "H", "H", "H", "H", "H", "H", "H", "H", "H", "H", "H", "H", "H", "H", "H", "H", "H", "H", "H", "H", "H", "H", "H", "H", "H", "H", "H", "H", "H", "H", "H", "H", "H", "H", "H", "H", "H", "H", "H", "H"],
  "coordinates": [[-1.867, 2.316, 3.786], [-1.136, 0.160, 0.061], [0.064, 2.239, 2.889], [1.954, -0.021, -1.496], [-0.689, 2.500, -1.363], [-2.474, 2.530, 0.190], [-2.619, 1.390, -1.756], [-2.384, 3.782, -3.747], [2.067, -1.752, -4.167], [-1.163, -0.875, -1.052], [0.346, -1.276, 5.745], [6.129, -2.344, 1.513], [3.400, -4.457, 1.768], [1.402, -1.805, 8.420], [-7.724, -3.564, -4.027], [1.951, 2.849, 5.270], [4.842, 3.829, 0.724], [-0.015, -3.415, -5.285], [-0.022, 3.325, 1.571], [-4.529, 1.660, 3.305], [-5.445, -1.402, -4.915], [1.247, 0.654, -2.699], [-4.177, 5.537, -0.083], [-2.797, -2.165, -6.459], [5.564, -0.329, -1.786], [-2.277, -0.250, 0.982], [4.389, 3.919, -2.390], [-10.812, -3.696, -2.826], [-4.966, -0.808, -2.110], [2.758, -0.397, 2.129], [0.350, 0.181, 0.880], [4.634, 2.592, 0.872], [-1.689, 1.759, -0.723], [2.750, -1.809, 1.579], [1.491, 0.809, 0.177], [0.278, 0.432, 2.343], [1.636, -0.096, 3.084], [2.850, 0.670, 1.083], [3.311, 2.116, 1.690], [-9.903, -3.646, -3.148], [6.041, -1.918, 0.649], [3.624, 2.025, 2.785], [-2.251, -1.372, -6.529], [3.380, 0.126, -1.730], [-5.772, -0.495, -4.852], [2.409, -2.570, 2.375], [6.272, 0.305, -1.613], [-5.442, 1.521, 3.022], [1.947, 0.615, 3.938], [1.732, -0.845, -4.109], [-6.159, -1.878, -5.360], [4.290, -4.091, 1.673], [7.010, -2.085, 1.812], [3.468, -5.338, 1.378], [-0.935, -3.538, -5.557], [1.382, -1.092, 3.611], [1.247, 3.093, 5.885], [-4.001, 1.308, 2.576], [3.576, 3.766, -1.894], [-4.358, 4.723, 0.403], [5.873, -0.820, -2.559], [1.488, -2.565, 9.010], [-3.432, 5.309, -0.653], [-7.633, -4.324, -3.437], [1.408, 1.923, -0.054], [3.822, -2.092, 1.274], [2.006, -1.937, 0.712], [-4.667, -1.301, -2.887], [-2.565, 2.966, -3.263], [-11.123, -4.556, -3.134], [2.489, 3.648, 5.203], [-0.661, 4.056, 1.727], [0.497, -3.768, -6.024], [0.350, -2.232, 5.873], [4.768, 4.707, -1.979], [3.723, 0.362, 0.387], [1.826, -1.085, 8.904], [1.357, -2.233, -4.615], [5.332, 1.812, 0.408], [2.535, 2.937, 1.494], [-3.489, -1.917, -5.832], [1.550, -1.406, -1.436], [-0.563, -0.165, 2.870], [-1.639, 3.555, -4.317], [-4.253, -0.178, -1.940], [0.465, -0.923, 6.636], [-7.288, -2.845, -3.550], [3.638, -0.330, 2.688]]
}

=====

Record 3
{
  "formula": "C71H70Ge2HfO2S6Te",
  "method": "ωB97M-V/def2-TZVPD",
  "homo_energy_ev": -7.044,
  "e_above_lowest_ev": 0.0000,
  "e_lumo_ev": 0.07,
  "elements": ["Hf", "Te", "Ge", "Ge", "S", "S", "S", "S", "S", "S", "O", "O", "C", "C", "C", "C", "C", "C", "C", "C", "C", "C", "C", "C", "C", "C", "C", "C", "C", "C", "C", "C", "C", "C", "C", "C", "C", "C", "C", "C", "C", "C", "C", "C", "C", "C", "C", "C", "C", "C", "C", "C", "C", "C", "C", "C", "C", "C", "C", "C", "C", "C", "C", "C", "C", "C", "C", "C", "C", "C", "C", "C", "C", "C", "C", "C", "C", "C", "C", "C", "C", "C", "C", "H", "H", "H", "H", "H", "H", "H", "H", "H", "H", "H", "H", "H", "H", "H", "H", "H", "H", "H", "H", "H", "H", "H", "H", "H", "H", "H", "H", "H", "H", "H", "H", "H", "H", "H", "H", "H", "H", "H", "H", "H", "H", "H", "H", "H", "H", "H", "H", "H", "H", "H", "H", "H", "H", "H", "H", "H", "H", "H", "H", "H", "H", "H", "H", "H", "H", "H", "H", "H", "H"],
  "coordinates": [[-1.620, -0.193, -0.761], [-4.389, -0.452, -1.517], [-0.650, 0.540, 2.389], [1.598, -0.263, 0.507], [0.131, 1.533, 0.460], [0.558, -1.683, -0.733], [0.139, -1.801, -9.473], [1.269, -0.577, 2.719], [-2.208, -0.791, 1.670], [-2.559, -3.383, -0.204], [-2.429, -1.244, -9.896], [-2.216, -2.322, -1.258], [0.219, -1.917, -6.776], [-1.798, 3.035, 3.496], [-4.204, 2.222, 1.990], [2.869, -2.810, -3.772], [-6.458, 1.758, -0.998], [-0.909, 0.163, -3.922], [-5.446, 1.346, -1.860], [-1.573, -2.332, 5.859], [-1.307, -2.300, -11.729], [0.053, -4.156, 6.478], [-0.241, -1.176, -7.862], [1.565, 0.571, 5.855], [-3.087, 3.164, -0.044], [-1.202, 1.340, 5.128], [-1.140, 0.464, -6.360], [3.906, 2.604, 4.069], [5.370, -0.286, -1.404], [3.357, 3.865, 3.853], [3.006, -4.081, -3.223], [4.172, 1.219, 0.593], [0.169, -6.138, 0.786], [3.110, -1.666, -3.027], [3.328, -4.185, -1.879], [2.813, 3.807, 0.107], [5.453, 1.523, 0.135], [-2.143, 3.970, -0.673], [4.110, 1.710, 3.031], [0.008, -1.463, -5.488], [-3.323, -0.624, 5.319], [3.728, 2.078, 1.731], [-7.149, 2.938, -1.237], [-5.153, 2.121, -2.979], [3.189, 3.340, 1.489], [-1.887, -1.014, 5.548], [-1.992, 3.460, 2.078], [-1.419, -1.702, -10.349], [-0.107, 5.131, 2.311], [3.590, -3.059, -1.104], [3.950, -3.209, 0.349], [-0.802, -5.148, 0.849], [-6.838, 3.718, -2.341], [0.144, -6.013, -1.623], [-0.274, -2.725, 6.147], [6.056, 0.781, -0.861], [-2.166, 3.881, 4.535], [2.927, -0.305, -3.643], [-0.855, -0.068, 5.491], [-1.265, 1.770, 3.795], [2.866, -5.301, -4.093], [-0.821, -5.024, -1.574], [-1.072, 0.534, -2.772], [-5.843, 3.303, -3.215], [0.633, -6.572, -0.446], [-1.296, -4.622, -0.333], [-0.911, 0.023, -7.653], [-3.046, 2.922, 1.328], [3.129, 4.807, 5.003], [-2.030, 3.486, 5.855], [0.721, -1.758, 6.146], [4.078, -0.607, -0.986], [3.516, -1.800, -1.694], [-3.906, -4.274, -0.970], [-1.197, 4.609, 0.118], [0.451, -0.434, 5.828], [-1.117, 4.379, 1.487], [-1.564, 2.216, 6.147], [-2.174, 4.183, -2.161], [4.790, 0.394, 3.294], [3.028, 4.219, 2.557], [-0.681, -0.268, -5.266], [3.457, 0.156, 0.019], [2.437, -0.384, -4.612], [3.384, 4.697, -0.164], [-0.601, 5.892, 2.918], [4.103, -4.258, 0.603], [-3.990, -1.395, 5.704], [-1.666, 1.394, -6.193], [2.994, 3.047, -0.651], [5.976, 2.354, 0.594], [-0.329, -2.107, -12.168], [-1.157, -4.772, 1.800], [-0.817, -4.799, 6.350], [3.151, -2.829, 0.995], [3.408, -5.166, -1.424], [-1.187, -4.552, -2.477], [-2.851, 5.000, -2.421], [4.121, -0.443, 3.089], [2.790, -6.210, -3.496], [-2.371, -3.066, 5.893], [-3.534, -0.499, 4.256], [5.825, -0.895, -2.175], [2.947, 5.822, 4.653], [1.364, 1.423, 5.207], [-1.257, 0.608, -8.492], [-3.926, 1.745, 2.927], [0.851, -4.530, 5.836], [0.609, 5.639, 1.665], [-0.488, 5.287, -0.343], [2.306, 0.327, -3.003], [-2.318, 4.156, 6.655], [-4.130, -5.128, -0.333], [-3.906, 2.755, -0.629], [-1.435, -3.381, -11.648], [2.588, -2.707, -4.815], [5.106, 0.328, 4.335], [1.390, -7.343, -0.494], [-3.565, 0.317, 5.814], [-7.372, 4.641, -2.524], [1.719, 0.949, 6.869], [-7.931, 3.250, -0.556], [-4.975, 2.966, 2.209], [-3.608, -4.595, -1.966], [-2.583, 4.852, 4.298], [-4.752, -3.592, -1.021], [5.669, 0.268, 2.660], [4.858, -2.656, 0.597], [0.523, -6.345, -2.581], [2.649, 5.214, 2.357], [1.742, -2.042, 6.377], [0.740, -2.851, -6.946], [0.570, -6.558, 1.698], [-4.378, 1.800, -3.664], [1.753, 4.069, 0.071], [0.366, -2.028, -4.636], [-2.095, -1.895, -12.358], [-2.519, 3.286, -2.675], [2.492, 0.109, 5.521], [3.737, -5.406, -4.743], [0.392, -4.251, 7.510], [-1.504, 1.875, 7.174], [2.263, 4.496, 5.592], [-4.641, 1.467, 1.339], [0.432, 4.472, 2.991], [1.990, -5.233, -4.740], [3.990, 4.825, 5.673], [3.881, 0.207, -3.783], [-6.703, 1.157, -0.132], [7.054, 1.025, -1.203], [4.210, 2.325, 5.071], [-1.183, 4.433, -2.537], [-5.601, 3.901, -4.085]]
}

=====

Record 4
{
  "formula": "C24H48B2N2NbO19S",
  "method": "ωB97M-V/def2-TZVPD",
  "homo_energy_ev": -3.704,
  "charge": -1,
  "e_lumo_ev": 1.74,
  "elements": ["Nb", "S", "O", "O", "O", "O", "O", "O", "O", "O", "O", "O", "O", "O", "O", "O", "O", "O", "O", "O", "O", "N", "N", "C", "C", "C", "C", "C", "C", "C", "C", "C", "C", "C", "C", "C", "C", "C", "C", "C", "C", "C", "C", "C", "C", "C", "C", "B", "B", "H", "H", "H", "H", "H", "H", "H", "H", "H", "H", "H", "H", "H", "H", "H", "H", "H", "H", "H", "H", "H", "H", "H", "H", "H", "H", "H", "H", "H", "H", "H", "H", "H", "H", "H", "H", "H", "H", "H", "H", "H", "H", "H", "H", "H", "H", "H", "H"],
  "coordinates": [[0.940, 1.990, -3.512], [-0.318, 0.093, -2.382], [-3.214, -1.870, 7.408], [2.335, 2.317, -0.639], [-3.376, -3.883, 6.489], [-0.414, 0.495, 6.354], [-2.498, 0.461, 1.066], [5.262, 1.367, -5.726], [1.085, -4.325, 1.363], [-5.138, -2.551, 6.550], [6.071, -0.533, -6.535], [-0.988, 1.808, 4.655], [-1.773, 2.213, 6.686], [-0.727, -3.641, 0.294], [-3.905, 2.146, 1.424], [5.099, 0.926, -7.899], [-3.116, 1.786, -0.617], [0.279, 5.317, -4.809], [1.230, 5.398, -2.715], [1.836, 3.691, -4.276], [-0.904, -4.503, 2.326], [3.831, 0.987, -1.975], [-0.660, 2.207, -4.916], [1.508, -4.055, -0.003], [-1.822, 1.417, 7.892], [-4.511, -4.703, 6.092], [4.864, 2.596, -6.374], [5.532, 0.482, -6.700], [-0.536, 0.635, 7.795], [-3.159, 1.492, 0.504], [-2.637, 0.584, 2.512], [-3.941, 1.331, 2.610], [4.840, 1.714, -2.705], [2.893, -3.464, -0.047], [-2.641, -0.770, 3.183], [-5.482, -3.636, 5.657], [-2.578, 0.788, -5.074], [-0.584, -0.698, 8.497], [4.349, 3.067, -8.817], [3.673, -0.354, -2.417], [-1.182, 0.993, -5.475], [-1.047, 1.530, 5.782], [-3.843, -2.690, 6.867], [-4.137, -5.694, 5.020], [4.273, 2.096, -7.664], [-0.248, -4.186, 1.415], [0.408, -3.128, -0.455], [1.123, 4.772, -3.918], [2.549, 1.711, -1.868], [3.581, -4.056, 0.553], [4.182, 2.553, -9.761], [2.898, -2.455, 0.357], [-0.500, -0.564, 9.575], [-1.808, 1.174, 2.878], [-1.806, -1.373, 2.838], [-4.021, 1.939, 3.506], [5.333, 3.531, -8.872], [-1.409, 2.688, -4.494], [3.604, 3.849, -8.705], [-4.945, -6.405, 4.862], [-4.868, -5.228, 6.983], [-0.597, 0.163, -5.271], [-3.099, 1.671, -5.150], [-1.533, -1.200, 8.278], [-3.553, -1.320, 2.945], [-3.927, -5.193, 4.081], [3.831, -0.995, -1.619], [4.483, 2.246, -3.518], [0.224, -1.344, 8.161], [-6.522, -3.923, 5.775], [-4.811, 0.671, 2.542], [3.260, -3.425, -1.068], [0.486, 5.267, -2.238], [0.322, 1.222, 8.137], [3.245, 1.760, -7.523], [4.151, 3.145, -5.769], [5.275, 2.384, -2.047], [5.586, 1.068, -2.963], [1.484, -5.000, -0.553], [-1.882, 2.047, 8.774], [2.717, -0.570, -2.789], [0.573, -2.092, -0.162], [-1.200, 0.632, -1.556], [5.759, 3.207, -6.521], [-1.217, 1.125, -6.509], [-2.667, 0.439, -4.103], [0.226, -3.164, -1.522], [-3.239, -6.237, 5.296], [4.350, -0.598, -3.152], [-3.070, 0.116, -5.694], [1.565, 1.956, -0.302], [-5.313, -3.307, 4.632], [-2.573, -0.662, 4.264], [-2.702, 0.775, 7.846], [-0.284, 5.831, -4.358], [1.824, 0.810, -4.610], [-0.010, 3.111, -2.380]]
}

=====

Record 5
{
  "formula": "C12H30BrN2O4",
  "method": "ωB97M-V/def2-TZVPD",
  "homo_energy_ev": -3.650,
  "charge": -1,
  "e_above_lowest_ev": 0.0000,
  "e_lumo_ev": 2.40,
  "elements": ["Br", "O", "O", "O", "O", "N", "N", "C", "C", "C", "C", "C", "C", "C", "C", "C", "C", "C", "C", "H", "H", "H", "H", "H", "H", "H", "H", "H", "H", "H", "H", "H", "H", "H", "H", "H", "H", "H", "H", "H", "H", "H", "H", "H", "H", "H", "H", "H", "H"],
  "coordinates": [[0.295, -4.246, -0.145], [3.947, -0.887, 0.402], [-1.669, -1.226, 1.596], [-4.632, -4.070, 0.254], [2.849, 5.545, -1.082], [-3.231, -1.952, -0.581], [2.811, 2.583, -0.810], [2.912, 1.387, 0.060], [-1.662, -0.555, 2.825], [2.772, -1.420, 1.000], [3.996, 3.338, -0.671], [3.622, 0.165, -0.513], [3.966, 4.748, -1.424], [-4.523, -3.909, -1.168], [-3.306, -3.043, -1.567], [2.883, 6.074, 0.250], [-5.907, -4.589, 0.545], [-1.715, -0.312, 0.488], [-1.947, -1.153, -0.759], [3.074, -2.178, 1.723], [-2.708, -0.310, 3.007], [-4.298, -4.872, -1.626], [1.901, 0.996, 0.167], [4.569, 0.440, -0.977], [-1.293, -1.260, 3.571], [-2.379, -3.608, -1.667], [-5.974, -5.285, 1.381], [4.107, 3.418, 0.411], [-3.956, -1.329, -0.907], [-0.729, 0.153, 0.462], [3.056, -0.244, -1.350], [-6.548, -3.749, 0.813], [-1.105, -1.839, -0.667], [2.194, 3.325, -0.515], [2.165, 6.894, 0.279], [-2.512, 0.426, 0.577], [2.405, 5.450, 1.006], [-2.038, -0.588, -1.686], [-5.423, -3.645, -1.723], [4.883, 2.754, -0.915], [-6.523, -5.005, -0.253], [2.343, -0.651, 1.644], [4.811, 5.374, -1.139], [3.992, 4.614, -2.506], [2.041, -1.858, 0.321], [3.825, 6.511, 0.580], [3.127, 1.811, 1.041], [-1.034, 0.335, 2.787], [-3.432, -2.557, -2.535]]
}

=====

Record 6
{
  "formula": "C5H9N2",
  "method": "ωB97M-V/def2-TZVPD",
  "homo_energy_ev": [-14.401, -14.704],
  "charge": 1,
  "smiles": "CN1C2=[NH+]CC[C@H]21",
  "e_above_lowest_ev": 6.1334,
  "e_lumo_ev": [-6.56, -6.51],
  "elements": ["N", "N", "C", "C", "C", "C", "C", "H", "H", "H", "H", "H", "H", "H", "H", "H"],
  "coordinates": [[1.340, -1.360, -0.078], [-1.231, -0.315, -0.426], [1.029, 0.977, -0.150], [2.117, -0.117, -0.126], [-0.192, 0.265, 0.449], [0.146, -1.190, 0.337], [-2.570, -0.366, -0.062], [0.828, 1.310, -1.168], [2.777, -0.035, 0.742], [2.730, -0.138, -1.028], [-0.557, 0.677, 1.389], [1.724, -2.246, -0.390], [1.312, 1.834, 0.454], [-2.877, 0.403, 0.654], [-2.854, -1.345, 0.345], [-3.136, -0.303, -1.001]]
}